A cluster of 10 separate species, C50H115O30P5S5 in total at a distorted geometry, computed with the ωB97M-V functional and the def2-TZVPD basis.

The geometry in ORCA input format:
```
! RIJCOSX wB97M-V def2-TZVPD def2/J DEFGRID3
* xyz 0 1
C 2.0499 1.6573 2.7983
C 1.3733 2.8608 3.4384
O 1.1849 3.8804 2.4744
P 1.0794 5.4526 2.7492
O 2.3324 6.1819 2.9372
O 0.2126 5.7932 1.4308
C 0.4719 6.9406 0.6251
C -0.7674 7.2880 -0.1845
O 0.0438 5.5999 3.9346
C -1.3107 5.1494 3.8699
C -2.2862 6.2366 3.4842
H 2.2818 0.9647 3.6095
H 1.4425 1.1745 2.0333
H 2.9805 1.9085 2.2891
H 0.4168 2.6050 3.9044
H 1.9774 3.2131 4.2812
H 0.7827 7.8119 1.2020
H 1.2753 6.6913 -0.0691
H -0.9252 6.4793 -0.9006
H -1.6142 7.3214 0.5047
H -0.7048 8.2252 -0.7312
H -1.2776 4.3641 3.1093
H -1.5926 4.7498 4.8448
H -3.3219 6.0540 3.7740
H -2.0344 7.2044 3.9226
H -2.2794 6.3564 2.3994
C 3.6949 -5.9758 -3.4663
C 2.4709 -5.0907 -3.5465
O 2.6549 -4.1450 -4.6192
P 1.5275 -3.0510 -4.9138
O 0.1887 -3.3483 -4.3777
O 2.1924 -1.7293 -4.3003
C 3.4517 -1.2294 -4.8193
C 4.5454 -1.5316 -3.8146
O 1.6845 -2.9304 -6.5017
C 0.9032 -3.7365 -7.3945
C 1.1134 -3.1518 -8.7787
H 3.6292 -6.5701 -2.5527
H 3.8776 -6.6455 -4.3052
H 4.5963 -5.3649 -3.3772
H 1.5364 -5.6481 -3.6513
H 2.2891 -4.5429 -2.6174
H 3.6322 -1.6810 -5.7955
H 3.3649 -0.1569 -4.9935
H 4.4781 -2.5821 -3.5384
H 5.5156 -1.2950 -4.2503
H 4.3761 -0.9170 -2.9293
H 1.1655 -4.7903 -7.2545
H -0.1422 -3.6964 -7.0705
H 0.9511 -2.0764 -8.6769
H 2.1673 -3.1851 -9.0561
H 0.4311 -3.5953 -9.4980
C -5.4110 5.6496 -0.8147
C -4.2307 5.7215 -1.7574
O -4.3433 4.8060 -2.8450
P -3.5429 3.4303 -2.9213
O -2.1398 3.5435 -2.4720
O -3.6724 2.8966 -4.4456
C -4.9605 2.6045 -4.9743
C -4.9415 1.5182 -6.0318
O -4.4973 2.3941 -2.1399
C -4.0304 1.4284 -1.2184
C -3.5024 2.0451 0.0750
H -5.3253 4.7522 -0.1919
H -5.5913 6.4968 -0.1583
H -6.3453 5.4199 -1.3360
H -4.1132 6.6891 -2.2489
H -3.2994 5.5239 -1.2185
H -5.5989 2.2160 -4.1758
H -5.4909 3.4789 -5.3592
H -5.9396 1.3799 -6.4410
H -4.3251 1.7749 -6.9014
H -4.4347 0.6208 -5.6720
H -4.8592 0.7325 -1.0616
H -3.2304 0.7627 -1.5616
H -2.7233 2.7414 -0.2311
H -4.2686 2.6115 0.6115
H -3.2334 1.2265 0.7386
C -0.7623 -3.4530 4.7413
C -0.1022 -4.7180 5.2565
O -0.8974 -5.3393 6.2757
P -1.0077 -4.6140 7.7051
O 0.2403 -3.9612 8.1234
O -1.3655 -5.8552 8.6454
C -1.2555 -5.7327 10.0733
C -0.0871 -6.6137 10.5097
O -2.3058 -3.6848 7.6212
C -3.5943 -4.2471 7.3268
C -4.5168 -3.0690 7.0570
H -1.1574 -2.8612 5.5697
H -0.0563 -2.7583 4.2811
H -1.5584 -3.6435 4.0221
H 0.0815 -5.4082 4.4379
H 0.8974 -4.5081 5.6423
H -1.2649 -4.6726 10.3267
H -2.1660 -6.1799 10.4824
H -0.0311 -6.6560 11.6051
H -0.2491 -7.6646 10.2767
H 0.8768 -6.2327 10.1818
H -3.4527 -4.8109 6.4016
H -3.9785 -4.8287 8.1643
H -5.5286 -3.3960 6.8232
H -4.5465 -2.4205 7.9377
H -4.1204 -2.4088 6.2833
C 3.3072 4.6896 -8.1606
C 3.7730 4.5253 -6.7217
O 2.8363 5.2252 -5.8793
P 3.0357 5.1796 -4.2976
O 4.3524 5.5966 -3.8186
O 1.8013 6.0516 -3.7398
C 0.5369 6.0928 -4.4438
C -0.2106 7.2613 -3.8924
O 2.6478 3.6552 -3.9617
C 2.1702 3.2865 -2.6514
C 2.2378 1.8002 -2.5239
H 3.5117 5.6924 -8.5297
H 3.8265 3.9955 -8.8304
H 2.2839 4.3486 -8.3229
H 3.7187 3.4577 -6.5045
H 4.7447 4.9799 -6.5437
H 0.5916 6.1281 -5.5339
H 0.0490 5.1313 -4.2493
H 0.2940 8.1982 -4.1164
H -1.2357 7.2077 -4.2714
H -0.3438 7.1693 -2.8165
H 2.8491 3.6660 -1.8770
H 1.2216 3.7823 -2.4443
H 3.2410 1.3738 -2.5302
H 1.7128 1.5224 -1.6050
H 1.7376 1.2336 -3.3174
O 2.8564 -6.6538 3.4365
S 2.6973 -5.5440 2.5218
O 1.4702 -4.7597 2.5781
C 4.2205 -4.5384 2.7087
C 4.4787 -3.9950 1.3214
C 4.2613 -5.1857 0.3662
C 2.9983 -5.9763 0.7897
H 4.8782 -5.3886 2.9011
H 4.2289 -3.8120 3.5149
H 3.8102 -3.1685 1.0705
H 5.4710 -3.5939 1.1075
H 5.0989 -5.8867 0.4619
H 4.3505 -4.9097 -0.6844
H 3.0446 -7.0327 0.5454
H 2.1420 -5.5271 0.2835
O 1.6454 -3.3684 -0.7047
S 1.4978 -1.9355 -0.5163
O 2.7308 -1.1823 -0.3662
C 0.3954 -1.2288 -1.8140
C -0.4247 -0.2104 -1.0222
C -0.8854 -0.9531 0.2310
C 0.3815 -1.4896 0.8667
H -0.2561 -2.0199 -2.1842
H 0.9735 -0.8389 -2.6441
H 0.1746 0.6613 -0.7515
H -1.2525 0.1599 -1.6266
H -1.5439 -1.7998 0.0309
H -1.4071 -0.2818 0.9137
H 0.2608 -2.4464 1.3840
H 0.9001 -0.8745 1.5985
O -6.7243 -4.2382 -1.9140
S -6.0392 -3.8451 -3.1486
O -6.6252 -4.0752 -4.4498
C -5.6916 -2.0257 -2.9935
C -4.1955 -1.9069 -3.2989
C -3.4742 -3.1356 -2.7464
C -4.2511 -4.3378 -3.2598
H -5.7489 -1.7438 -1.9436
H -6.2120 -1.4152 -3.7239
H -4.0463 -1.9027 -4.3833
H -3.7360 -0.9812 -2.9504
H -3.4649 -3.2159 -1.6555
H -2.4212 -3.1755 -3.0314
H -4.0605 -5.2634 -2.7190
H -4.1537 -4.5833 -4.3169
O 8.8518 0.1845 2.6224
S 8.0521 -0.7834 1.8851
O 8.4914 -2.1393 1.6787
C 6.4156 -0.8735 2.6589
C 5.3956 -0.2312 1.7095
C 6.0037 -0.5237 0.3219
C 7.4443 -0.0596 0.3587
H 6.5349 -0.5051 3.6754
H 6.2015 -1.9421 2.6904
H 4.4200 -0.6988 1.8343
H 5.2406 0.8457 1.7885
H 5.4674 0.0055 -0.4658
H 5.9901 -1.5962 0.1170
H 7.4923 0.9993 0.6224
H 8.1567 -0.3447 -0.4107
O -2.6592 -0.7308 3.7648
S -2.7726 0.7129 3.8495
O -2.1022 1.6340 2.9603
C -4.5836 1.1225 3.9354
C -4.9147 1.4886 5.3721
C -3.6564 2.1732 5.9425
C -2.5061 1.2544 5.5570
H -5.0794 0.1790 3.7150
H -4.8230 1.9336 3.2503
H -5.7743 2.1190 5.5930
H -5.1061 0.5441 5.8887
H -3.8149 2.3877 6.9979
H -3.5539 3.1497 5.4626
H -2.5245 0.3095 6.1096
H -1.4579 1.5361 5.6644
*
```

Output
- Orbital gap: 0.372 Eh
- SMILES: CCOP(=O)(OCC)OCC.CCOP(=O)(OCC)OCC.CCOP(=O)(OCC)OCC.CCOP(=O)(OCC)OCC.CCOP(=O)(OCC)OCC.O=S1(=O)CCCC1.O=S1(=O)CCCC1.O=S1(=O)CCCC1.O=S1(=O)CCCC1.O=S1(=O)CCCC1
- HOMO energy: -10.1 eV
- Largest force on an atom: 0.04747 hartree/bohr
- Energy: -7929.47742 Eh

These are the Mulliken partial charges, in e, on atoms 1 to 5: -0.65 -0.15 0.12 0.07 -0.79

A cluster of 14 separate species, C50H118O40P6S8 in total at a distorted geometry, computed with the ωB97M-V functional and the def2-TZVPD basis.

The geometry in ORCA input format:
```
! RIJCOSX wB97M-V def2-TZVPD def2/J DEFGRID3
* xyz 0 1
C -1.6047 2.0521 5.9047
O -1.1328 2.8853 4.9183
P 0.3245 3.6617 4.9928
O 1.5002 2.7883 4.7859
O 0.2087 4.9153 3.9445
C -0.2711 4.6605 2.6304
O 0.3690 4.3686 6.4157
C 1.5418 5.0304 6.8666
H -2.6304 2.4107 5.9902
H -1.0102 2.1611 6.8118
H -1.5935 1.0293 5.5280
H -1.3286 4.9247 2.6225
H -0.2532 3.6073 2.3501
H 0.3133 5.2511 1.9250
H 1.2834 6.0842 6.9709
H 2.3542 5.1297 6.1467
H 1.9379 4.5864 7.7798
C -0.7530 4.7699 -6.8161
O 0.0181 4.0164 -5.8889
P 1.6400 3.9381 -6.0295
O 2.0909 3.6621 -7.4262
O 2.0659 2.8219 -4.8622
C 1.6613 3.1074 -3.5188
O 2.1663 5.4585 -5.4917
C 3.5467 5.7860 -5.3862
H -1.1568 5.6341 -6.2886
H -1.7117 4.3308 -7.0924
H -0.2817 5.1332 -7.7293
H 0.6286 3.4350 -3.3995
H 2.2980 3.8204 -2.9950
H 1.8329 2.1853 -2.9633
H 4.2550 5.2303 -6.0007
H 3.9352 5.7491 -4.3684
H 3.7716 6.7672 -5.8042
C 1.5463 -1.6571 5.1650
O 2.7880 -2.3792 4.9019
P 4.1329 -1.9921 5.6692
O 4.0801 -2.2842 7.1135
O 4.3136 -0.4440 5.2783
C 4.2151 0.1024 3.9692
O 5.2212 -2.7740 4.8550
C 6.5315 -2.4128 5.1082
H 0.9630 -1.6586 4.2442
H 1.7282 -0.5924 5.3112
H 1.0072 -2.1388 5.9808
H 3.7307 -0.6129 3.3046
H 5.1781 0.0476 3.4616
H 3.7696 1.0672 3.7267
H 7.1170 -3.2617 5.4615
H 6.6344 -1.6914 5.9188
H 6.9797 -1.9828 4.2125
C -0.3364 -3.1887 -6.3961
O -0.2089 -3.6269 -5.0353
P 1.1620 -3.2605 -4.2616
O 1.1121 -3.0904 -2.7750
O 1.7546 -2.0172 -5.0693
C 1.1640 -0.7763 -4.6859
O 2.1797 -4.4555 -4.6574
C 3.5827 -4.4704 -4.2176
H 0.4719 -3.4964 -7.0595
H -0.4733 -2.1082 -6.4380
H -1.2039 -3.6967 -6.8173
H 0.3333 -0.8478 -3.9838
H 0.7901 -0.2099 -5.5389
H 1.9227 -0.1181 -4.2627
H 3.7475 -3.9799 -3.2582
H 4.2911 -4.2389 -5.0130
H 3.8656 -5.5128 -4.0711
C -3.3895 -1.1344 -2.3916
O -2.6378 -2.2132 -1.8164
P -3.2425 -3.7116 -1.8994
O -4.4840 -3.9520 -1.0651
O -3.3797 -3.9629 -3.4833
C -3.3114 -5.3191 -3.9345
O -1.9803 -4.7450 -1.4906
C -1.4173 -4.5900 -0.1790
H -4.3700 -1.4393 -2.7575
H -2.7972 -0.7051 -3.1996
H -3.4607 -0.3282 -1.6615
H -3.0430 -6.0041 -3.1303
H -2.5638 -5.4353 -4.7192
H -4.2584 -5.6181 -4.3840
H -0.7171 -5.4127 -0.0347
H -2.1028 -4.5509 0.6675
H -0.7777 -3.7088 -0.2308
C 3.9527 0.1590 -2.5511
O 4.3901 1.5028 -2.6249
P 5.2548 2.1192 -3.8899
O 5.1443 3.6470 -3.9725
O 6.7457 1.4402 -3.7323
C 7.6417 1.8881 -2.7479
O 4.7916 1.2899 -5.1787
C 5.1446 1.8586 -6.3648
H 4.4915 -0.3482 -1.7507
H 4.0685 -0.5633 -3.3591
H 2.8934 0.1749 -2.2947
H 8.5243 1.2903 -2.9754
H 7.3239 1.7949 -1.7095
H 7.9199 2.9088 -3.0104
H 5.6799 2.7970 -6.2206
H 4.2847 2.0233 -7.0141
H 5.9433 1.3694 -6.9224
C 4.1756 2.6621 0.8898
C 5.5470 3.2148 1.3342
C 5.5525 4.7398 1.1735
S 3.8544 5.2489 1.6266
O 3.3371 5.8843 0.4325
O 3.7875 5.8361 2.9461
C 3.1647 3.5264 1.6530
H 4.1161 1.5972 1.1148
H 3.9715 2.8372 -0.1665
H 6.3644 2.7338 0.7970
H 5.8128 2.9122 2.3470
H 5.7794 5.1778 0.2015
H 6.1925 5.3562 1.8048
H 2.1365 3.4809 1.2941
H 3.0958 3.3042 2.7179
C -4.4752 4.9617 3.5921
C -4.2147 3.4734 3.2584
C -5.4101 2.6034 3.7094
S -5.8005 3.3338 5.3512
O -5.0240 2.6652 6.3701
O -7.2209 3.5797 5.5149
C -5.1837 5.0613 4.9523
H -5.1821 5.2856 2.8283
H -3.5846 5.5876 3.6483
H -3.2389 3.2351 3.6817
H -4.0457 3.3073 2.1945
H -5.1275 1.5605 3.8533
H -6.2322 2.7158 3.0025
H -4.6135 5.2840 5.8541
H -6.0718 5.6777 4.8129
C 4.5848 -3.1383 0.4845
C 5.3082 -4.0201 1.5230
C 4.9568 -5.4935 1.3852
S 3.4015 -5.5733 0.3248
O 2.2581 -6.2934 0.9128
O 3.8126 -5.8330 -1.0871
C 3.1839 -3.6850 0.4004
H 5.0083 -3.3094 -0.5051
H 4.7167 -2.0831 0.7239
H 5.0789 -3.7390 2.5509
H 6.3675 -3.7953 1.3986
H 4.6441 -5.8459 2.3681
H 5.6790 -6.2142 1.0015
H 2.6475 -3.5297 1.3365
H 2.5858 -3.3960 -0.4638
C -7.5490 1.1151 -0.5165
C -7.9330 2.6073 -0.2674
C -6.6353 3.4581 -0.2012
S -5.3014 2.4068 -0.9890
O -4.4887 1.6426 -0.0407
O -4.7144 3.0528 -2.1781
C -6.4165 1.1265 -1.5187
H -8.3389 0.4254 -0.8140
H -7.1151 0.6385 0.3626
H -8.5641 2.7043 0.6161
H -8.5193 2.8769 -1.1458
H -6.3453 3.9710 0.7158
H -6.6475 4.3268 -0.8595
H -5.8869 0.1959 -1.7225
H -6.7660 1.6440 -2.4121
C -4.3383 -3.5184 2.5568
C -3.9063 -2.2336 1.9274
C -5.2300 -1.6270 1.4564
S -6.5242 -1.9091 2.7231
O -7.7121 -2.5073 2.0970
O -6.5595 -0.7618 3.6493
C -5.5617 -3.2870 3.4347
H -3.5590 -4.0042 3.1439
H -4.6838 -4.1309 1.7241
H -3.0653 -2.2675 1.2349
H -3.4853 -1.5524 2.6668
H -5.4858 -2.0793 0.4982
H -5.0894 -0.5596 1.2862
H -6.1633 -4.1950 3.4748
H -5.2994 -2.8767 4.4099
C -0.8745 0.2404 1.8333
C 0.2208 -0.7754 1.4758
C 0.4625 -0.6838 -0.0467
S -0.1853 0.9572 -0.7081
O -0.6803 0.8108 -2.0838
O 0.7814 2.0576 -0.3621
C -1.6097 0.9065 0.6050
H -0.6540 0.8867 2.6828
H -1.5790 -0.4269 2.3298
H -0.0347 -1.7822 1.8063
H 1.1594 -0.4045 1.8877
H -0.2111 -1.4440 -0.4421
H 1.4779 -0.7982 -0.4263
H -2.3699 0.2104 0.2504
H -2.0851 1.8828 0.6997
C -2.0108 1.4077 -5.7397
C -2.5303 0.0323 -6.2786
C -3.9784 0.2920 -6.6732
S -4.7220 1.3301 -5.3245
O -5.2955 0.4386 -4.3104
O -5.4644 2.4354 -5.9602
C -3.0541 1.9652 -4.7089
H -1.8569 2.1631 -6.5103
H -0.9714 1.3282 -5.4213
H -2.4328 -0.7314 -5.5070
H -1.9318 -0.3110 -7.1224
H -4.5889 -0.6109 -6.6631
H -4.2128 0.7661 -7.6263
H -2.8372 1.6017 -3.7045
H -3.1340 3.0510 -4.6559
C 1.3178 -6.7049 5.2327
C 1.0248 -7.3725 3.8521
C -0.0659 -6.6090 3.2308
S 0.0016 -4.8508 3.9459
O -1.1647 -4.6815 4.7975
O 0.4199 -3.8383 2.9212
C 1.4809 -5.2629 4.9417
H 2.1638 -7.1784 5.7309
H 0.5032 -6.9629 5.9094
H 0.6586 -8.3966 3.9242
H 1.8881 -7.3463 3.1871
H -1.0387 -6.9860 3.5466
H -0.0082 -6.5526 2.1438
H 1.5106 -4.8034 5.9296
H 2.3300 -4.9806 4.3193
*
```

Output
- Orbital gap: 0.363 Eh
- HOMO energy: -10.0 eV
- Largest force on an atom: 0.10093 hartree/bohr
- Energy: -10219.42893 Eh

These are the Mulliken partial charges, in e, on atoms 1 to 5: -0.53 0.19 0.47 -0.28 -0.42